(1)
DFT (ωB97M-V/def2-TZVPD) results for a structure of composition C12H20CaN3O.

```
37
Properties=species:S:1:pos:R:3:mulliken_charge:R:1
C -1.44949 1.87865 0.00236 -1.1333
Ca 1.45708 -0.12459 0.64435 -0.0575
N 1.51525 -2.01765 -0.81486 -0.5330
H -1.49147 0.64980 -1.76132 -0.1267
H 2.52791 -2.03202 -0.98804 0.2760
H -1.98158 1.20051 -1.50048 0.0171
H -2.02634 2.66201 -0.52945 0.3193
H -0.59485 2.32457 0.55640 0.1393
H -2.05697 1.30318 0.72326 0.0940
H 1.30934 -2.82909 -0.21607 0.2602
H 1.06508 -2.20761 -1.72235 0.2727
C 1.38734 0.14458 6.56964 -1.0682
N 1.27025 0.26595 5.14332 -0.0467
N 0.36789 -0.46770 4.43120 0.3919
C 0.68296 -0.37905 3.13009 1.8016
O 0.00506 -0.97366 2.17688 -1.0753
C 1.86954 0.45653 3.01279 0.4385
C 2.19123 0.77870 4.31245 -0.8159
C 3.32120 1.57705 4.80486 -1.6768
C -0.79209 -1.08312 4.97064 0.2311
C -1.48855 -0.43711 5.99390 -0.2227
C -2.60527 -1.05968 6.55170 -0.6176
C -3.10546 -2.24234 5.99484 -0.4399
C -2.47122 -2.82429 4.89242 -0.5642
C -1.30985 -2.25230 4.37995 -0.3245
H 0.67280 0.79867 7.06549 0.2426
H 2.39115 0.45579 6.85639 0.4136
H 1.23147 -0.88254 6.90310 0.3574
H 2.46495 0.71867 2.10913 -0.3693
H 2.99954 2.42456 5.42443 0.3279
H 4.04064 0.99279 5.39492 0.3003
H 3.90074 2.01432 3.98199 0.3985
H -1.15721 0.52734 6.37937 0.4370
H -3.09797 -0.61494 7.41245 0.3491
H -3.98351 -2.72870 6.40071 0.3569
H -2.84722 -3.72894 4.41066 0.3322
H -0.77118 -2.66974 3.51960 0.3144
```

Computed properties:
LUMO energy (spin up / spin down): 0.0894 / 0.1027 Eh
Charge: -1
Energy relative to the best compared isomer or geometry (same formula, charge and spin): 129.69 kJ/mol
HOMO-LUMO gap (spin up / spin down): 3.36 / 4.00 eV

(2)
DFT (ωB97M-V/def2-TZVPD) results for a structure of composition C12H20Cl2O4Pt.

```
39
Properties=species:S:1:pos:R:3:lowdin_spin:R:1
C 0.16618 0.95907 1.33700 0.0211
C 1.07282 1.32361 0.22207 0.3105
C 1.82318 0.18870 -0.11299 0.1778
C 1.18334 2.66567 -0.40105 0.0453
C 1.58654 -0.83520 0.86885 0.1488
C 0.66513 -0.35855 1.79591 0.3335
C 0.27857 -0.99478 3.06317 0.0505
C -0.32038 1.96997 2.28722 -0.0071
C 2.65900 0.06565 -1.32734 0.0231
C 2.21132 -2.18025 0.88137 0.0152
Pt -1.57446 0.45913 -0.07401 1.6743
Cl -0.79884 1.13454 -2.05497 0.2533
Cl -2.51987 2.63670 -0.02386 0.1860
O -1.29324 -1.46592 0.44126 0.3183
H 0.66756 3.40460 0.22886 0.0009
H 0.67693 2.66197 -1.37376 0.0180
H 2.23618 2.93310 -0.58374 0.0087
H 2.14787 0.53205 -2.18481 0.0059
H 2.83730 -0.99221 -1.55777 0.0004
H 3.62966 0.56710 -1.18403 0.0088
H 2.40359 -2.51725 -0.14540 0.0014
H 1.54368 -2.89937 1.37478 0.0021
H 3.16817 -2.16628 1.42537 0.0064
H 0.19383 -2.08445 2.93016 0.0087
H -0.68549 -0.58850 3.39518 0.0021
H 1.02960 -0.81092 3.85326 0.0202
H -0.81955 2.75978 1.70902 0.0003
H 0.48199 2.39359 2.90743 -0.0025
H -1.08912 1.50802 2.91115 -0.0007
H -1.13500 -1.90656 -0.42044 0.0126
O -2.86545 0.24824 1.72316 0.2442
H -2.71854 -0.69337 1.62606 0.0040
C -2.55281 -1.10120 -4.00462 0.0069
C -2.23399 -1.17876 -2.50696 0.0127
O -2.98104 -0.47998 -1.69033 0.0808
O -1.21984 -1.89490 -2.20564 0.0044
H -3.63137 -1.16050 -4.17746 0.0006
H -2.04380 -1.93913 -4.49410 0.0002
H -2.17964 -0.16340 -4.45800 0.0024
```

Computed properties:
LUMO energy (spin up / spin down): 0.1930 / 0.1789 Eh
Charge: -2
Energy relative to the best compared isomer or geometry (same formula, charge and spin): 104.96 kJ/mol
HOMO-LUMO gap (spin up / spin down): 4.44 / 5.91 eV
Spin multiplicity: 5

(3)
DFT (ωB97M-V/def2-TZVPD) results for a structure of composition C12H20Cl3GeMgN5S2.

```
44
Properties=species:S:1:pos:R:3:lowdin_spin:R:1
Mg 0.20476 -0.38092 0.13519 0.0119
C 4.43744 3.72835 -0.03331 0.0166
S 2.99808 3.38931 1.01141 0.2418
C 2.63222 1.73957 0.57756 0.0317
S 1.98963 1.64721 -1.03502 0.6524
N 2.75845 0.78004 1.39663 0.0031
N 2.16816 -0.37132 0.86658 0.0247
C 2.84212 -1.43755 0.73807 0.0059
C 2.18463 -2.56686 0.03412 0.0000
C 2.73685 -3.82545 0.03220 0.0003
C 2.08366 -4.83580 -0.66552 0.0002
C 0.91511 -4.54189 -1.33633 0.0000
C 0.42209 -3.24727 -1.28875 0.0004
N 1.03846 -2.26773 -0.62449 0.0008
H 4.68651 4.77428 0.13216 -0.0002
H 4.19499 3.57642 -1.08178 0.0038
H 5.26903 3.09997 0.27311 0.0030
H 3.87296 -1.51245 1.07501 0.0003
H 3.65097 -4.01686 0.58053 0.0000
H 2.48562 -5.83990 -0.67650 0.0000
H 0.37671 -5.29967 -1.88961 0.0000
H -0.50871 -2.99265 -1.77907 0.0000
C -3.17422 0.87367 -1.78464 0.0000
C -2.76835 1.54451 -0.47667 0.0001
C -2.84750 3.06264 -0.58466 0.0001
C -3.62190 1.03070 0.66895 0.0000
N -1.33904 1.12581 -0.26829 0.0014
N -0.68950 1.48299 0.98430 0.0003
H -4.20486 1.13206 -2.03015 0.0000
H -3.10230 -0.21244 -1.69598 0.0000
H -2.54264 1.20436 -2.61757 0.0000
H -3.84836 3.36025 -0.89622 0.0000
H -2.14374 3.44650 -1.32964 0.0000
H -2.65049 3.55393 0.37176 0.0000
H -4.66832 1.24649 0.44821 0.0000
H -3.38921 1.51481 1.62017 0.0000
H -3.52076 -0.04881 0.78967 0.0000
H -0.79666 1.61177 -0.97970 0.0007
H -1.26262 1.12014 1.74781 0.0000
H -0.62922 2.49001 1.09704 -0.0001
Cl -2.85189 -2.87596 0.71470 0.0002
Ge -1.17797 -1.85314 1.71679 0.0003
Cl -2.13381 -0.87437 3.44691 0.0001
Cl -0.07639 -3.53477 2.61503 0.0002
```

Computed properties:
LUMO energy (spin up / spin down): -0.1508 / -0.2464 Eh
Charge: +1
Energy relative to the best compared isomer or geometry (same formula, charge and spin): 131.11 kJ/mol
HOMO-LUMO gap (spin up / spin down): 7.21 / 4.60 eV
Spin multiplicity: 2

(4)
DFT (ωB97M-V/def2-TZVPD) results for a structure of composition C12H20Cl4Mg2O8.

```
46
Properties=species:S:1:pos:R:3:lowdin_spin:R:1
Mg -2.77143 -1.16419 -0.82286 0.0000
Mg -0.62083 -1.13100 1.78230 0.0083
C -0.90129 -4.93839 -0.06787 0.0000
C -1.49946 -3.62736 0.25710 0.0000
O -2.30317 -3.02745 -0.51132 0.0000
O -0.96569 -2.95555 1.18871 -0.0009
H -1.35497 -5.68867 0.57970 0.0000
H 0.17044 -4.77916 0.05108 0.0000
H -1.08906 -5.14928 -1.12066 0.0000
C 2.16849 0.63084 4.08540 0.0129
C 1.13123 -0.01226 3.12925 0.0113
O 0.48735 -1.00689 3.48024 0.3928
O 0.75552 0.40595 1.99132 0.5276
H 1.76184 1.53285 4.54271 -0.0009
H 3.18002 0.87887 3.76384 0.0020
H 2.50988 -0.06582 4.85105 0.0062
C -4.82179 0.10259 2.59546 0.0000
C -3.74117 -0.45456 1.70410 0.0000
O -2.55680 -0.67287 2.12152 0.0005
O -4.05845 -0.62872 0.48426 0.0001
H -4.32058 0.78251 3.28438 0.0000
H -5.29321 -0.80319 2.97683 0.0000
H -5.61638 0.59811 2.03764 0.0000
C 0.49561 0.85871 -1.79143 0.0002
C -0.75197 0.12168 -1.27506 0.0001
O -0.88564 -0.46620 -0.17336 0.0052
O -1.78886 0.02716 -1.96264 0.0022
H 0.39809 1.07561 -2.85517 0.0001
H 1.39889 0.26199 -1.66449 0.0000
H 0.66582 1.83296 -1.33320 -0.0001
Cl 2.37402 -1.23261 -5.70539 0.0000
C 3.38396 -0.71926 -4.29933 0.0000
C 4.78342 -0.42829 -4.92353 0.0000
Cl 4.88554 1.14245 -5.76018 0.0000
H 3.35154 -1.57538 -3.62546 0.0000
H 2.90388 0.10721 -3.77534 0.0000
H 5.16104 -1.23526 -5.55147 0.0000
H 5.53482 -0.43766 -4.13396 0.0000
Cl 1.11402 4.86605 -0.68463 0.0012
C -0.37991 4.44553 0.17079 0.0035
C -0.19060 3.50294 1.46419 0.0111
Cl -1.77947 2.97571 2.18124 0.0102
H -1.02322 4.15505 -0.65980 0.0000
H -0.68403 5.39829 0.60423 0.0012
H 0.47381 3.90784 2.22755 0.0000
H 0.30874 2.58908 1.14229 0.0051
```

Computed properties:
LUMO energy (spin up / spin down): -0.1313 / -0.3416 Eh
Charge: +1
Energy relative to the best compared isomer or geometry (same formula, charge and spin): 0.00 kJ/mol
HOMO-LUMO gap (spin up / spin down): 8.88 / 3.16 eV
Spin multiplicity: 2

F_max (computed, eV Å⁻¹): 3.997; 3.811; 0.700; 4.917